1.
{
  "formula": "C4H5BrN2O",
  "method": "the ωB97M-V functional and the def2-TZVPD basis",
  "species": ["C", "N", "N", "C", "O", "C", "C", "Br", "H", "H", "H", "H", "H"],
  "xyz": [[0.331, 1.722, -0.154], [0.116, 0.615, 0.684], [1.075, -0.449, 0.611], [0.697, -1.602, 0.040], [1.340, -2.647, -0.117], [-0.815, -1.415, -0.389], [-1.265, -0.219, -0.034], [-2.906, 0.710, -0.038], [0.343, 1.388, -1.225], [-0.405, 2.418, -0.107], [1.184, 2.243, 0.118], [1.668, -0.552, 1.486], [-1.363, -2.213, -0.874]],
  "forces_ev_per_a": [[1.3, -2.1, -3.1], [-4.2, -3.9, 0.4], [1.5, 1.7, 1.7], [-1.7, -2.4, -1.7], [-1.1, 2.2, 0.7], [0.9, 0.4, 0.3], [3.2, 1.3, 1.9], [1.0, -0.6, -0.1], [0.6, 0.5, 0.5], [-2.7, 1.7, 0.6], [2.0, 0.7, 0.4], [-1.0, 0.4, -1.7], [0.1, 0.1, 0.1]],
  "lowdin_charge": [-0.15, -0.12, 0.05, -0.46, 0.04, -0.02, -0.60, 0.76, 0.11, 0.03, 0.07, 0.19, 0.11],
  "spin_multiplicity": 1,
  "orbital_gap_ha": 0.3632,
  "homo_ev": -9.47,
  "smiles": "Cn1[nH]c(=O)cc1Br",
  "e_tot_ha": -2914.08848,
  "e_lumo_ev": 0.41
}

---

2.
{
  "formula": "C23H40N4O6",
  "method": "the ωB97M-V functional and the def2-TZVPD basis",
  "species": ["C", "C", "C", "C", "O", "C", "O", "O", "C", "C", "C", "C", "C", "N", "C", "C", "C", "C", "H", "H", "H", "H", "H", "H", "H", "H", "H", "H", "H", "H", "H", "H", "H", "H", "H", "H", "H", "C", "N", "C", "C", "O", "H", "H", "H", "H", "H", "H", "H", "C", "N", "C", "C", "O", "H", "H", "H", "H", "H", "H", "H", "C", "N", "C", "C", "O", "H", "H", "H", "H", "H", "H", "H"],
  "xyz": [[-5.519, 1.302, 3.004], [-4.539, 1.639, 2.033], [-3.225, 0.781, 1.965], [-3.060, -0.060, 0.630], [-1.841, 0.455, -0.004], [-1.948, -0.072, -1.312], [-1.072, -0.123, -2.134], [-3.271, -0.512, -1.593], [-4.038, 0.162, -0.559], [-5.537, -0.286, -0.439], [-5.797, -1.475, 0.562], [-5.489, -2.913, -0.015], [-4.006, -3.400, 0.143], [-3.570, -3.634, 1.532], [-2.364, -4.293, 1.780], [-2.088, -4.390, 3.200], [-3.284, -3.738, 3.869], [-4.146, -3.318, 2.760], [-5.606, 1.866, 3.966], [-6.187, 0.408, 2.838], [-4.655, 2.481, 1.301], [-2.347, 1.487, 2.060], [-3.138, 0.088, 2.852], [-2.767, -1.124, 0.846], [-4.016, 1.239, -0.894], [-5.987, -0.497, -1.455], [-6.101, 0.620, -0.063], [-5.280, -1.229, 1.525], [-6.906, -1.457, 0.794], [-5.688, -2.865, -1.129], [-6.201, -3.700, 0.374], [-3.943, -4.403, -0.379], [-3.259, -2.747, -0.388], [-1.728, -4.678, 0.954], [-1.201, -4.829, 3.709], [-3.440, -3.607, 4.960], [-5.127, -2.801, 2.894], [1.340, 4.748, -0.991], [-0.004, 4.207, -1.091], [-0.175, 2.811, -1.447], [-1.103, 4.960, -0.864], [-2.255, 4.563, -0.932], [1.841, 4.640, -1.952], [1.891, 4.193, -0.230], [1.316, 5.803, -0.717], [-0.765, 2.742, -2.364], [-0.711, 2.302, -0.647], [0.792, 2.334, -1.598], [-0.864, 6.004, -0.601], [6.045, 1.927, 0.454], [5.031, 2.352, -0.502], [4.102, 1.377, -1.043], [4.926, 3.639, -0.903], [4.104, 4.063, -1.697], [6.682, 1.177, -0.006], [5.554, 1.499, 1.330], [6.657, 2.775, 0.763], [4.202, 1.350, -2.131], [3.081, 1.677, -0.795], [4.304, 0.394, -0.632], [5.674, 4.300, -0.436], [6.986, -3.124, -2.761], [7.094, -2.137, -1.704], [8.411, -1.686, -1.294], [6.006, -1.623, -1.088], [6.031, -0.793, -0.195], [7.512, -4.032, -2.458], [7.442, -2.726, -3.670], [5.943, -3.366, -2.961], [8.553, -1.905, -0.233], [8.484, -0.606, -1.439], [9.183, -2.186, -1.877], [5.057, -2.032, -1.473]],
  "forces_ev_per_a": [[0.5, 0.3, -0.6], [0.0, -0.8, 0.8], [-1.3, -1.2, -1.4], [0.9, 1.3, 1.1], [-0.7, -1.7, -2.8], [0.3, 0.1, -0.8], [-1.1, 0.1, 1.5], [1.8, 0.9, 1.0], [-0.9, 0.0, 0.2], [0.1, 0.0, 0.2], [-0.9, 0.2, -0.3], [0.5, 0.4, -0.3], [-0.6, -0.8, -0.8], [1.1, -0.6, 1.5], [0.9, -0.2, 2.2], [-2.8, 1.5, -1.3], [0.7, -0.4, -3.7], [0.9, -0.3, 2.4], [-1.5, 0.7, -1.7], [2.0, -0.3, 1.3], [1.0, 0.4, 1.9], [-1.1, -0.5, -0.3], [-0.4, 0.7, -1.0], [-1.1, 0.8, -0.1], [-0.1, -0.8, 0.8], [0.7, 0.1, 1.0], [0.7, -1.0, -0.3], [-0.3, -0.5, -0.8], [1.2, 0.0, -0.2], [0.3, -0.1, 1.1], [0.9, 0.9, -0.1], [0.0, 1.0, 0.6], [-0.9, -0.4, 0.6], [-0.8, 0.5, 0.7], [-1.0, 0.4, -0.7], [0.0, -0.1, -1.2], [1.2, -0.7, -0.5], [-0.3, -0.2, -0.2], [-0.3, 0.6, 0.2], [-0.2, 0.2, 0.0], [0.3, -0.2, 0.0], [0.0, -0.1, 0.0], [0.2, 0.0, 0.2], [0.2, 0.1, -0.1], [-0.1, -0.1, 0.0], [0.0, -0.2, 0.0], [0.1, -0.1, -0.1], [0.0, 0.1, 0.0], [0.1, 0.0, 0.0], [-0.1, 0.2, -0.2], [0.2, 0.5, 0.0], [-0.3, 0.2, -0.1], [0.1, -0.3, 0.1], [0.2, -0.1, 0.0], [0.0, 0.1, 0.2], [0.2, -0.1, 0.0], [-0.2, 0.1, -0.1], [-0.1, -0.1, 0.0], [0.0, -0.1, -0.1], [0.0, 0.2, 0.1], [0.0, 0.0, 0.0], [0.2, 0.1, 0.1], [-0.5, 0.1, 0.1], [-0.2, 0.2, 0.2], [0.2, -0.2, -0.1], [0.3, -0.7, -0.1], [-0.1, -0.1, -0.2], [-0.1, -0.2, -0.1], [0.0, 0.1, 0.1], [0.1, 0.1, -0.1], [0.1, 0.0, 0.1], [-0.1, 0.0, 0.0], [0.0, 0.0, 0.0]],
  "lowdin_charge": [-0.02, -0.15, -0.09, -0.21, 0.00, -0.46, 0.15, 0.03, -0.23, -0.11, -0.20, -0.15, -0.15, -0.14, -0.12, -0.08, -0.07, -0.11, 0.06, 0.05, 0.11, 0.14, 0.12, 0.15, 0.17, 0.13, 0.12, 0.07, 0.12, 0.12, 0.12, 0.13, 0.11, 0.11, 0.08, 0.08, 0.11, -0.06, -0.19, -0.04, -0.36, -0.01, 0.08, 0.08, 0.09, 0.10, 0.07, 0.08, 0.13, -0.06, -0.17, -0.04, -0.34, -0.01, 0.06, 0.09, 0.08, 0.10, 0.08, 0.06, 0.13, -0.06, -0.20, -0.04, -0.32, -0.03, 0.09, 0.09, 0.09, 0.10, 0.09, 0.09, 0.14],
  "spin_multiplicity": 1,
  "orbital_gap_ha": 0.2657,
  "homo_ev": -7.67,
  "smiles": "C=CC[C@@H]1OC(=O)O[C@H]1CCCCn1cccc1.CN(C)C=O.CN(C)C=O.CN(C)C=O",
  "e_tot_ha": -1570.65109,
  "e_lumo_ev": -0.43
}

---

3.
{
  "formula": "C19H15EuN3O5S",
  "method": "the ωB97M-V functional and the def2-TZVPD basis",
  "species": ["Eu", "C", "C", "C", "C", "C", "C", "H", "H", "H", "H", "H", "H", "O", "N", "N", "O", "C", "C", "C", "C", "C", "C", "H", "H", "H", "H", "H", "O", "C", "N", "S", "O", "O", "C", "C", "C", "C", "C", "C", "H", "H", "H", "H"],
  "xyz": [[3.527, -14.593, -10.420], [3.396, -17.166, -10.552], [2.930, -17.168, -11.897], [3.877, -17.199, -12.886], [5.278, -17.083, -12.663], [5.702, -17.127, -11.345], [4.758, -17.218, -10.288], [2.734, -16.971, -9.712], [1.826, -17.117, -12.106], [3.524, -17.169, -13.916], [5.957, -16.882, -13.470], [6.740, -16.986, -11.098], [5.142, -17.226, -9.235], [5.207, -14.637, -8.819], [5.192, -13.879, -7.776], [4.101, -13.136, -7.715], [3.073, -13.093, -8.601], [3.940, -12.472, -6.557], [2.662, -12.051, -6.158], [2.671, -11.239, -5.044], [3.811, -11.012, -4.304], [5.017, -11.669, -4.610], [5.112, -12.350, -5.808], [1.775, -12.397, -6.680], [1.738, -10.799, -4.635], [3.770, -10.312, -3.448], [5.898, -11.647, -3.982], [5.984, -12.913, -6.073], [0.356, -15.023, -8.177], [0.337, -14.543, -9.295], [1.139, -14.989, -10.432], [1.072, -13.922, -11.681], [2.262, -12.958, -11.702], [0.966, -14.555, -12.965], [-0.214, -12.973, -11.055], [-0.846, -11.924, -11.658], [-2.105, -11.570, -11.092], [-2.504, -12.060, -9.854], [-1.704, -12.993, -9.165], [-0.552, -13.464, -9.793], [-0.475, -11.503, -12.555], [-2.759, -10.891, -11.655], [-3.370, -11.598, -9.335], [-1.886, -13.391, -8.167]],
  "forces_ev_per_a": [[0.4, 1.5, 1.2], [0.1, -0.3, -0.4], [-0.9, 0.0, 1.4], [0.7, 0.7, -1.6], [-1.6, 0.0, 1.1], [-0.4, 0.3, 0.4], [1.0, 0.1, 0.6], [-0.4, -0.7, 0.0], [1.4, -0.1, 0.1], [0.1, -0.1, 0.1], [0.2, -0.2, -0.3], [0.2, -0.2, 0.1], [-0.5, 0.0, -1.2], [-0.6, 0.1, -1.1], [-3.0, 0.7, -1.4], [0.9, -2.8, -2.6], [2.4, -1.7, -0.4], [-0.5, 1.4, 2.3], [1.3, -0.1, -0.2], [-1.5, 0.5, 1.0], [1.0, 0.3, 0.8], [-0.2, 0.4, -0.4], [-1.1, 0.5, 1.5], [0.2, 0.4, 0.0], [0.6, -0.4, -0.6], [0.0, -0.7, -0.5], [-0.2, 0.3, 0.2], [0.3, 0.4, -0.1], [0.3, 0.6, -1.9], [0.0, -0.6, -0.1], [1.3, 0.9, 0.3], [0.3, 1.0, -0.3], [0.1, -2.2, 1.0], [-0.5, -0.1, 0.6], [-0.3, -0.1, 0.7], [-2.1, -0.5, 0.7], [0.8, 0.5, -0.6], [0.1, 0.2, 1.0], [0.7, 0.0, -0.1], [-1.2, 0.4, -0.1], [0.1, 0.3, -0.8], [0.4, -0.1, 0.5], [0.4, -0.7, -0.6], [-0.4, 0.3, -0.2]],
  "lowdin_spin": [6.07, 0.00, 0.00, 0.00, 0.00, 0.00, 0.00, 0.00, 0.00, 0.00, 0.00, 0.00, 0.00, -0.02, 0.00, 0.00, -0.01, 0.00, 0.00, 0.00, 0.00, 0.00, 0.00, 0.00, 0.00, 0.00, 0.00, 0.00, 0.00, 0.00, -0.01, 0.00, -0.01, 0.00, 0.00, 0.00, 0.00, 0.00, 0.00, 0.00, 0.00, 0.00, 0.00, 0.00],
  "spin_multiplicity": 7,
  "orbital_gap_ha": [0.2064, 0.2878],
  "total_charge": 1,
  "homo_ev": [-11.40, -11.41],
  "e_tot_ha": -2381.67307,
  "e_lumo_ev": [-5.78, -3.58]
}

---

4.
{
  "formula": "C10H22ILuO4P2",
  "method": "the ωB97M-V functional and the def2-TZVPD basis",
  "species": ["C", "C", "H", "H", "H", "O", "I", "Lu", "P", "C", "C", "H", "H", "H", "H", "H", "H", "C", "H", "H", "H", "P", "C", "C", "H", "H", "H", "C", "H", "H", "H", "H", "H", "H", "C", "O", "O", "C", "O", "H"],
  "xyz": [[0.947, 1.653, -2.057], [1.029, 0.307, -1.428], [0.158, 1.666, -2.834], [1.919, 1.945, -2.476], [0.694, 2.389, -1.282], [-0.005, -0.128, -0.694], [2.683, 1.200, 0.325], [-0.411, -0.747, 1.342], [-1.741, 1.402, 2.356], [-3.399, 1.274, 3.109], [-0.788, 2.290, 3.652], [-1.298, 3.189, 4.028], [-2.545, 3.576, 1.469], [0.189, 2.580, 3.246], [-1.016, 3.049, 0.711], [-3.400, 0.435, 3.816], [-0.616, 1.611, 4.496], [-1.990, 2.707, 1.086], [-3.687, 2.181, 3.658], [-2.548, 2.286, 0.242], [-4.160, 1.069, 2.349], [1.735, -1.111, -2.395], [0.535, -2.449, -2.503], [2.341, -0.601, -4.006], [3.515, -0.851, -0.821], [3.888, -2.142, -2.046], [2.709, -2.468, -0.684], [3.110, -1.720, -1.389], [2.923, 0.330, -3.927], [2.997, -1.392, -4.406], [0.906, -3.237, -3.176], [-0.414, -2.061, -2.892], [1.505, -0.451, -4.708], [0.375, -2.866, -1.497], [-2.713, -1.011, 0.735], [-3.803, -1.297, 0.471], [-0.131, -2.326, 2.958], [0.102, -3.199, 2.045], [0.126, -2.837, 0.799], [0.278, -4.244, 2.328]],
  "forces_ev_per_a": [[-0.5, 0.6, -0.5], [-1.1, 0.0, 1.8], [0.3, 0.0, 0.1], [-0.4, -0.1, -0.1], [-0.1, -0.2, -0.4], [0.8, 0.3, -0.1], [-0.7, -0.7, 0.3], [2.2, -0.1, -0.9], [-0.7, 2.3, 0.9], [-0.2, -0.6, 0.2], [0.3, -0.3, 0.1], [0.0, -0.3, -0.3], [0.2, -0.4, 0.1], [-0.2, 0.0, 0.1], [-0.2, -0.1, 0.1], [-0.1, 0.2, -0.1], [0.0, 0.2, -0.1], [0.2, -0.2, -0.4], [0.3, -0.1, -0.3], [0.1, 0.1, 0.1], [0.1, 0.1, 0.1], [1.2, -0.6, 0.5], [-0.4, 0.2, 0.0], [-0.1, 0.2, -0.4], [-0.1, -1.0, -0.6], [-0.3, 0.0, 0.4], [0.3, 0.2, -0.3], [0.2, 0.2, -0.1], [-0.2, -0.3, 0.0], [-0.3, 0.2, 0.2], [0.0, 0.3, 0.2], [0.1, -0.2, 0.0], [0.3, 0.0, 0.3], [0.1, 0.2, -0.4], [-5.6, -2.0, -1.5], [4.8, 1.5, 1.2], [0.1, -0.4, -1.5], [-0.1, 1.0, 0.0], [-0.2, -0.3, 1.4], [0.0, 0.1, -0.1]],
  "lowdin_charge": [-0.20, -0.77, 0.11, 0.07, 0.05, -0.44, 0.67, 1.54, 0.70, -0.26, -0.25, 0.07, 0.07, 0.04, 0.04, 0.06, 0.06, -0.25, 0.07, 0.05, 0.05, 0.91, -0.15, -0.16, -0.08, 0.08, 0.07, -0.21, 0.08, 0.08, 0.09, 0.08, 0.08, 0.04, -0.01, 0.19, -0.15, -0.39, -0.21, 0.16],
  "spin_multiplicity": 1,
  "orbital_gap_ha": 0.2798,
  "total_charge": 2,
  "homo_ev": -15.26,
  "e_tot_ha": -2910.69196,
  "e_lumo_ev": -7.65
}